No. 1
Computed, not measured: one molecule with the formula C5H8O2, with the ωB97M-V functional and the def2-TZVPD basis.

XYZ file:
```
15
Properties=species:S:1:pos:R:3:forces:R:3
C -2.44403 0.66877 0.15260 0.94 0.60 1.62
C -1.53871 -0.19010 -0.38417 -0.27 1.78 2.86
C 0.82225 0.58339 0.21030 2.81 2.00 -2.05
C -0.11539 -0.48898 0.09908 -2.98 0.71 -0.49
C 2.26623 0.18632 -0.09332 -1.34 0.71 -0.76
O 0.25556 0.05785 1.34534 -0.73 -1.04 1.64
O 0.34759 -1.75924 -0.17211 0.02 -0.08 -0.23
H -3.48261 0.82697 -0.14846 0.48 -0.55 -0.72
H -2.29728 1.35389 1.07473 0.54 -1.48 -1.51
H -1.83509 -0.73959 -1.20175 -0.62 -1.25 -1.90
H 0.65320 1.68280 0.06996 -0.53 -1.13 -0.30
H 2.89608 1.01750 0.09183 1.01 0.40 0.66
H 2.46572 -0.14991 -1.10437 -0.50 0.30 -0.54
H 2.38536 -0.69096 0.44924 1.10 -1.26 1.52
H -0.37890 -2.35870 -0.38891 0.06 0.29 0.22
```
Forces are in eV/Å.

Output
**Strongest force on any atom**: 4.0 eV/Å
**SMILES**: C=C[C@]1(O)O[C@H]1C
**E**: -9407.1214 eV
**HOMO level**: -0.351 hartree
**ΔE to the lowest compared entry with this formula, charge and spin**: 62.5 kcal/mol

=====

No. 2
Computed, not measured: C5H8O2 as an isolated structure, with the ωB97M-V functional and the def2-TZVPD basis.

XYZ file:
```
15
Properties=species:S:1:pos:R:3:forces:R:3
C 0.53260 -1.54956 -0.67952 1.03 0.10 0.47
C -0.06119 -0.29469 -0.12518 -0.25 -0.24 0.43
C 0.50307 0.01927 1.21035 0.89 -0.20 0.03
O -0.46628 1.09180 1.47732 0.44 -0.30 -0.09
C -1.25475 0.58455 0.39514 -0.22 -0.66 -0.15
C -0.54688 0.91663 -0.85514 -0.10 -0.19 -0.18
O 0.14357 2.10466 -1.02155 0.17 0.25 0.22
H 0.30221 -2.46483 -0.12356 -0.38 0.16 -0.09
H 0.28054 -1.69917 -1.75833 0.96 0.09 0.83
H 1.65672 -1.33779 -0.30834 -1.86 -0.85 -1.95
H 1.62748 0.07400 1.11573 -0.78 1.27 0.84
H 0.28025 -0.75765 1.95622 0.11 0.00 -0.30
H -2.26574 0.25856 0.60121 -0.15 0.48 -0.05
H -1.09345 0.65789 -1.75968 0.11 -0.08 0.07
H 0.36184 2.39633 -0.12469 0.03 0.16 -0.07
```
Forces are in eV/Å.

Output
**Strongest force on any atom**: 2.8 eV/Å
**E**: -9406.0663 eV
**HOMO level**: -0.344 hartree
**ΔE to the lowest compared entry with this formula, charge and spin**: 86.8 kcal/mol

=====

No. 3
Computed, not measured: one molecule with the formula C5H8O2, with the ωB97M-V functional and the def2-TZVPD basis.

XYZ file:
```
15
Properties=species:S:1:pos:R:3:forces:R:3
O 1.78448 -0.51846 1.95332 0.13 0.11 -0.20
C 1.33588 0.48263 1.24348 0.31 -0.22 -0.18
C 1.14702 0.11504 -0.21642 0.03 0.10 -0.03
C -0.35851 0.08091 -0.48804 0.04 0.05 0.33
C -1.03209 1.01306 -1.39424 -0.03 0.31 0.07
O -0.74610 -0.32485 -1.79119 0.05 -0.20 -0.05
C -1.07378 -0.52736 0.69160 -0.12 -0.02 -0.02
H 1.95608 -1.33917 1.43441 -0.06 0.16 0.00
H -0.72949 0.03176 1.56965 -0.31 -0.17 0.05
H 1.55998 -0.87930 -0.48784 -0.04 0.11 0.14
H 1.64977 0.87704 -0.82142 -0.11 -0.12 0.00
H -2.09045 1.23199 -1.24258 0.20 -0.04 0.00
H -0.46682 1.78915 -1.90981 -0.03 -0.15 0.08
H -0.77574 -1.57714 0.81193 -0.11 0.15 0.02
H -2.16022 -0.45531 0.64715 0.06 -0.07 -0.20
```
Forces are in eV/Å.

Output
**Strongest force on any atom**: 0.4 eV/Å
**E**: -9405.7595 eV
**HOMO level**: -0.323 hartree
**ΔE to the lowest compared entry with this formula, charge and spin**: 93.9 kcal/mol

=====

No. 4
Computed, not measured: one molecule with the formula C5H8O2, with the ωB97M-V functional and the def2-TZVPD basis.

XYZ file:
```
15
Properties=species:S:1:pos:R:3:forces:R:3
C 0.55771 0.88135 -0.87192 -2.07 2.62 -0.41
C -0.41712 -0.21667 -1.30203 3.84 -2.63 2.36
C -0.29788 -1.19624 -0.16223 1.76 -1.20 -2.18
C -0.68551 -0.63136 1.04938 -0.41 1.58 1.01
C 0.42356 0.35461 1.57959 2.40 -0.58 -1.12
H 1.64253 0.91573 -1.03880 -0.36 -1.08 -0.18
H 0.08167 1.58231 -1.66486 1.38 0.42 1.85
H -0.12388 -0.49910 -2.24875 0.35 -1.10 -2.15
H -1.36162 0.01969 -1.22651 -4.94 2.45 -0.47
H 0.66363 -1.63419 -0.23627 1.28 -0.47 0.45
H -1.52885 0.03529 0.85590 -0.21 -0.36 0.58
H 1.55810 -0.01754 1.77756 -2.66 0.31 -0.97
H 0.27536 1.07483 2.33381 -0.95 -0.11 1.77
O -1.11171 -2.03513 0.65290 0.09 1.40 0.78
O 0.32401 1.36643 0.50225 0.51 -1.24 -1.31
```
Forces are in eV/Å.

Output
**Strongest force on any atom**: 5.5 eV/Å
**SMILES**: C1C[C@@H]2O[C@H]2CO1
**E**: -9404.2163 eV
**HOMO level**: -0.371 hartree
**ΔE to the lowest compared entry with this formula, charge and spin**: 129.5 kcal/mol

=====

No. 5
Computed, not measured: one molecule with the formula C5H8O2, with the ωB97M-V functional and the def2-TZVPD basis.

XYZ file:
```
15
Properties=species:S:1:pos:R:3:forces:R:3
C 0.31256 -0.25060 1.98948 0.02 0.00 0.07
C -0.17539 0.25104 0.65538 -0.06 0.18 -0.02
C -1.07805 1.23991 0.48508 0.06 -0.13 0.03
C 0.40150 -0.25049 -0.56182 -0.17 0.01 -0.02
O 1.51181 -0.94098 -0.42211 -0.06 0.06 -0.18
C -0.22520 -0.15985 -1.93498 0.50 -0.25 0.24
O -1.16781 0.66583 -2.22312 -0.08 0.08 -0.10
H -0.28168 0.19447 2.79235 0.11 -0.05 -0.13
H 1.36539 -0.00063 2.15556 -0.13 -0.04 -0.04
H 0.22035 -1.33983 2.05976 0.02 0.16 -0.03
H -1.38166 1.50175 -0.53227 0.03 -0.01 0.14
H -1.48615 1.75814 1.35119 0.02 -0.12 -0.10
H 1.85878 -1.16006 -1.30830 -0.08 -0.01 0.13
H 0.65901 -0.23265 -2.64465 -0.14 0.02 0.06
H -0.53345 -1.27604 -1.86155 -0.05 0.10 -0.04
```
Forces are in eV/Å.

Output
**Strongest force on any atom**: 0.6 eV/Å
**E**: -9406.3413 eV
**HOMO level (alpha / beta)**: -0.295 / -0.295 hartree
**ΔE to the lowest compared entry with this formula, charge and spin**: 80.5 kcal/mol

=====

No. 6
Computed, not measured: one molecule with the formula C5H8O2, with the ωB97M-V functional and the def2-TZVPD basis.

XYZ file:
```
15
Properties=species:S:1:pos:R:3:forces:R:3
C -0.18473 -1.69476 0.29480 0.41 0.06 -0.35
C 1.18570 0.44859 -0.13058 1.19 -2.57 1.70
C -0.00237 -0.21316 0.21437 1.00 -0.08 -1.36
C -1.02225 0.73045 0.04785 1.55 2.58 -1.05
C -2.33861 0.71652 -0.15028 -0.20 -0.18 0.27
O 2.15567 -0.25407 -0.80204 -0.30 0.35 0.26
O 1.70076 1.44221 0.68140 -0.50 0.06 -1.05
H 2.22402 2.06233 0.15898 -0.01 0.14 -0.08
H 3.03016 -0.03564 -0.45256 0.00 -0.04 0.08
H -0.25909 1.60374 -0.36420 -2.92 -0.13 1.61
H 0.72859 -2.16713 0.65583 -0.09 -0.11 0.06
H -1.01698 -1.93269 0.95628 0.02 0.06 0.03
H -0.40469 -2.11363 -0.68891 -0.09 -0.11 0.00
H -2.85477 -0.18953 -0.43598 -0.14 -0.27 0.58
H -2.94144 1.59677 0.01504 0.08 0.25 -0.69
```
Forces are in eV/Å.

Output
**Strongest force on any atom**: 3.3 eV/Å
**SMILES**: C=CC(C)=C(O)O
**E**: -9406.0515 eV
**HOMO level**: -0.274 hartree
**ΔE to the lowest compared entry with this formula, charge and spin**: 87.2 kcal/mol

=====

No. 7
Computed, not measured: one molecule with the formula C5H8O2, with the ωB97M-V functional and the def2-TZVPD basis.

XYZ file:
```
15
Properties=species:S:1:pos:R:3:forces:R:3
O 0.07074 -2.04127 -0.79595 0.15 -0.08 -0.07
C 0.45693 -1.05000 0.20968 0.05 0.01 0.13
C 0.97225 0.27876 -0.36650 0.11 0.06 -0.04
C -0.19343 0.96649 0.32490 -0.09 0.30 0.02
C -0.55529 2.23196 0.46241 0.05 -0.14 0.00
O -0.75875 -1.41717 -1.85174 -0.03 -0.07 -0.08
C -0.77990 -0.35594 0.78929 -0.09 -0.02 0.10
H 0.85969 -2.30598 -1.29673 -0.09 -0.02 0.05
H 1.10358 -1.58801 0.90813 -0.09 0.08 -0.10
H 0.88017 0.28968 -1.45613 0.02 0.03 0.11
H 1.97757 0.57500 -0.05082 -0.15 -0.05 -0.06
H -1.45741 2.50740 1.00277 0.13 -0.06 -0.05
H 0.02840 3.03744 0.02382 -0.06 -0.13 0.07
H -1.67312 -0.64812 0.23124 0.08 0.06 0.09
H -0.93143 -0.48025 1.86562 0.01 0.02 -0.17
```
Forces are in eV/Å.

Output
**Strongest force on any atom**: 0.3 eV/Å
**E**: -9403.6677 eV
**HOMO level**: -0.330 hartree
**ΔE to the lowest compared entry with this formula, charge and spin**: 142.2 kcal/mol

=====

No. 8
Computed, not measured: one molecule with the formula C5H8O2, with the ωB97M-V functional and the def2-TZVPD basis.

XYZ file:
```
15
Properties=species:S:1:pos:R:3:forces:R:3
O -0.17204 -0.57294 -2.14721 -0.25 0.02 -0.16
C -0.17550 -0.98114 -0.79566 0.06 -0.19 0.23
C 1.14478 -0.61976 -0.06597 0.14 -0.04 0.01
C 0.34261 0.26979 0.87312 0.01 -0.02 -0.25
O 0.62733 0.34640 2.22439 -0.03 0.09 0.08
C -0.42725 1.29302 0.11082 0.09 0.16 -0.05
C -0.95572 -0.11866 0.19306 -0.27 -0.20 -0.04
H -1.08950 -0.55039 -2.44759 0.17 -0.01 -0.04
H -0.42299 -2.04712 -0.71504 0.04 0.15 0.01
H 1.57245 -1.47826 0.45758 -0.08 0.09 -0.06
H 1.91644 -0.14442 -0.68047 -0.13 -0.01 0.08
H 0.61036 1.26936 2.48905 0.06 0.02 0.05
H -0.98915 2.00315 0.70745 0.06 -0.03 0.04
H -0.06170 1.67891 -0.84008 -0.04 -0.07 0.19
H -1.92011 -0.34791 0.63656 0.14 0.05 -0.11
```
Forces are in eV/Å.

Output
**Strongest force on any atom**: 0.3 eV/Å
**SMILES**: O[C@H]1C[C@@]2(O)C[C@@H]12
**E**: -9407.7229 eV
**HOMO level**: -0.341 hartree
**ΔE to the lowest compared entry with this formula, charge and spin**: 48.6 kcal/mol

=====

No. 9
Computed, not measured: C5H8O2 as an isolated structure, with the ωB97M-V functional and the def2-TZVPD basis.

XYZ file:
```
15
Properties=species:S:1:pos:R:3:forces:R:3
C 2.04739 0.08756 -1.49410 -0.03 -0.01 0.00
C 0.94487 0.19238 -0.47500 0.54 -0.02 -0.07
O 1.23739 -0.35648 0.65247 -0.24 0.17 -0.27
C -0.50813 -0.35990 0.64483 -0.41 0.06 0.19
O -0.67377 -1.50510 1.37758 0.15 0.00 0.17
C -1.73485 -0.02348 -0.14561 -0.04 -0.07 -0.25
C -1.24752 0.86739 1.00540 0.09 0.12 0.13
H 2.96592 -0.31197 -1.04120 -0.11 0.04 -0.03
H 1.71225 -0.58454 -2.29461 0.02 0.09 0.08
H 2.23143 1.06375 -1.95611 -0.06 -0.13 0.06
H -0.09340 -1.44402 2.15050 -0.10 -0.07 -0.08
H -2.60360 -0.65126 0.04129 0.16 0.08 -0.01
H -1.62498 0.36349 -1.14866 -0.01 -0.05 0.17
H -0.84601 1.83815 0.74649 -0.05 -0.17 0.04
H -1.80698 0.82403 1.93674 0.11 -0.03 -0.14
```
Forces are in eV/Å.

Output
**Strongest force on any atom**: 0.5 eV/Å
**E**: -9403.7645 eV
**HOMO level**: -0.279 hartree
**ΔE to the lowest compared entry with this formula, charge and spin**: 139.9 kcal/mol

=====

No. 10
Computed, not measured: a 2-piece molecular cluster, C5H8O2 overall, with the ωB97M-V functional and the def2-TZVPD basis.

XYZ file:
```
15
Properties=species:S:1:pos:R:3:forces:R:3
O 2.29074 1.59058 0.70129 0.33 0.13 -0.28
C 2.57627 1.49401 -0.57157 -0.73 -0.12 0.53
C 0.31537 -1.17794 0.43575 -0.13 -0.16 0.06
O 0.07089 0.09687 1.10402 0.04 0.12 0.01
C -1.25815 0.13350 0.56430 -0.25 0.13 0.06
C -1.22569 0.21017 -0.92247 0.01 0.06 -0.11
C -1.05115 -1.12161 -0.23377 -0.09 -0.20 0.01
H 1.39401 1.27145 0.98153 0.10 -0.16 -0.36
H 1.63299 1.07382 -1.05956 0.41 0.13 0.11
H 1.20750 -1.15282 -0.18840 0.00 0.03 -0.08
H 0.40391 -1.96884 1.18480 -0.04 0.09 -0.08
H -2.05774 0.47145 1.21633 0.16 -0.06 -0.14
H -0.38571 0.68844 -1.42317 -0.14 -0.08 0.12
H -2.19099 0.34969 -1.40419 0.16 -0.05 0.12
H -1.72226 -1.95877 -0.38489 0.16 0.13 0.03
```
Forces are in eV/Å.

Output
**Strongest force on any atom**: 0.9 eV/Å
**E**: -9404.2664 eV
**HOMO level**: -0.306 hartree
**ΔE to the lowest compared entry with this formula, charge and spin**: 128.3 kcal/mol

=====

No. 11
Computed, not measured: one molecule with the formula C5H8O2, with the ωB97M-V functional and the def2-TZVPD basis.

XYZ file:
```
15
Properties=species:S:1:pos:R:3:forces:R:3
C -0.33415 -1.32334 0.57854 -0.23 -0.15 0.09
C -0.48004 -0.08292 -0.26645 0.04 0.08 0.19
O -1.05869 -0.24249 -1.52127 -0.08 0.18 -0.13
C -0.94133 1.17040 0.42852 -0.10 -0.14 0.21
O -0.85921 2.28343 -0.44712 0.26 0.17 0.01
C 0.84749 -0.66078 -0.00375 0.14 -0.25 0.07
C 2.13120 -0.94144 -0.06220 -0.12 0.00 -0.02
H -0.64630 -2.25324 0.11211 -0.01 0.06 0.07
H -0.50212 -1.24891 1.65372 -0.09 0.04 -0.21
H 2.35633 -1.84548 0.48645 0.67 -0.01 -0.03
H -1.12978 0.65620 -1.87893 -0.02 -0.15 -0.09
H -0.37673 1.32820 1.35627 -0.09 0.00 -0.14
H -1.99916 1.04292 0.67549 0.07 0.13 -0.04
H 0.07237 2.52868 -0.52144 -0.15 0.03 -0.03
H 2.92012 -0.41123 -0.58992 -0.30 0.00 0.05
```
Forces are in eV/Å.

Output
**Strongest force on any atom**: 0.7 eV/Å
**SMILES**: C=C1C[C@@]1(O)CO
**E**: -9407.1869 eV
**HOMO level**: -0.358 hartree
**ΔE to the lowest compared entry with this formula, charge and spin**: 61.0 kcal/mol

=====

No. 12
Computed, not measured: one molecule with the formula C5H8O2, with the ωB97M-V functional and the def2-TZVPD basis.

XYZ file:
```
15
Properties=species:S:1:pos:R:3:forces:R:3
C 2.32375 -0.19313 0.66688 0.10 0.01 0.02
C 0.85274 0.12322 0.72463 -0.12 0.03 -0.16
C 0.16624 0.62451 -0.30059 0.15 -0.11 0.17
O -1.71289 0.72787 -1.78436 0.01 -0.09 -0.11
C -1.34903 0.64644 -0.43335 -0.03 -0.01 0.15
C -1.81875 -0.68919 0.12890 -0.14 -0.31 -0.25
O -2.16641 -1.58337 -0.60701 0.06 0.39 0.38
H 2.93775 0.66915 0.39440 -0.10 -0.02 0.05
H 2.49678 -0.96641 -0.08904 0.03 0.08 0.11
H 2.68061 -0.58454 1.62062 0.02 0.10 -0.07
H 0.33284 -0.15623 1.64235 0.08 -0.01 -0.19
H 0.67164 0.92891 -1.21813 -0.04 -0.11 0.13
H -1.82591 1.47597 0.10616 0.14 -0.12 -0.03
H -1.76780 -0.82932 1.22516 -0.04 0.00 -0.15
H -1.82155 -0.19388 -2.07662 -0.11 0.16 -0.04
```
Forces are in eV/Å.

Output
**Strongest force on any atom**: 0.5 eV/Å
**SMILES**: C/C=C/[C@@H](O)C=O
**E**: -9408.3359 eV
**HOMO level**: -0.356 hartree
**ΔE to the lowest compared entry with this formula, charge and spin**: 34.5 kcal/mol